Molecular formula: C7H8F2N
Method: DFT, wB97M-V/def2-TZVPD

Kohn-Sham gap (alpha / beta), eV: 8.682 / 4.778
Charge: +1

Each line ends with the Mulliken charge.
Element x y z (Å)
C: -2.4770 -1.0642 -0.6172  -0.37
C: -2.3919 0.3001 -0.3022  -0.65
C: -1.4682 -1.9175 -0.2469  -0.27
C: -1.1684 0.7733 0.0989  -0.14
C: -0.2901 -1.4929 0.2922  -0.50
C: -0.1399 -0.0898 0.5092  0.61
C: 3.2542 1.3094 -0.6973  -0.53
N: 1.0154 0.4886 0.9617  0.33
F: 1.7486 -0.0638 1.9066  -0.11
F: 0.7961 1.8274 1.4467  -0.18
H: -3.2971 -1.5149 -1.0681  0.44
H: -2.9891 1.0587 -0.6790  0.41
H: -1.5166 -3.0311 -0.4623  0.30
H: -1.2080 1.8526 0.3220  0.34
H: 0.4898 -2.2054 0.4334  0.40
H: 3.7172 0.2811 -0.4603  0.29
H: 2.5335 1.4230 -1.3917  0.31
H: 3.3915 2.0654 -0.0459  0.32

Molecular formula: C7H8F3N3O
Method: DFT, wB97M-V/def2-TZVPD

SMILES string: NC(=O)[C@@]1(C(F)(F)CF)CN=CC=N1
Kohn-Sham gap, eV: 9.123

Each line ends with the Mulliken charge.
Element x y z (Å)
N: 0.1892 0.3146 2.2762  -0.28
C: -0.1458 -0.5290 1.2999  0.23
O: -0.3059 -1.7075 1.5156  -0.62
C: 0.0787 -0.1050 -0.1370  1.49
C: 0.2435 1.5793 -0.3579  0.43
F: 1.2828 2.0867 0.2980  -0.33
F: 0.6192 1.6731 -1.6539  -0.34
C: -1.0475 2.3464 -0.0950  -0.52
F: -1.6580 1.8900 1.0103  -0.28
C: 1.3858 -0.7501 -0.6977  -0.79
N: 1.2467 -2.1455 -0.8576  -0.55
C: 0.0564 -2.6059 -1.0280  -0.07
C: -1.1345 -1.7127 -1.1116  -0.11
N: -1.0725 -0.5045 -0.8211  -0.67
H: 0.4407 1.3193 2.1771  0.17
H: 0.3620 0.0274 3.2597  0.29
H: -0.8307 3.3728 0.2209  0.31
H: -1.6336 2.1743 -0.9074  0.38
H: 1.8136 -0.3566 -1.6827  0.31
H: 2.1924 -0.4149 0.1018  0.32
H: -0.0951 -3.7384 -1.0755  0.35
H: -1.9874 -2.2138 -1.7344  0.29

Results for energy above the lowest of the compared OMol25 structures with the same formula, charge and spin: 2.894 0.499 (in eV, following the order of the records).